ORCA calculation (the ωB97M-V functional and the def2-TZVPD basis) on a structure of composition C12H18Cl3GeMoN3OPS.

## Properties
Energy: -135278.1084 eV
Molecular weight: 558.246 g mol⁻¹
Total charge: +4
E_LUMO (spin up / spin down): -15.3205 / -14.9909 eV
HOMO level (spin up / spin down): -21.660 / -21.781 eV
Frontier orbital gap (spin up / spin down): 6.3 / 6.8 eV
⟨S²⟩: 0.77
Spin multiplicity: 2

Each line ends with the Mulliken charge.
Geometry (Å):
Mo1 0.906 0.859 0.811  0.40
Ge1 1.461 3.398 0.889  1.00
Cl1 2.970 4.000 -0.404  -0.08
Cl2 0.433 4.841 1.943  -0.03
Cl3 2.229 1.795 2.502  -0.05
S1 -1.059 1.988 0.450  0.28
P1 2.758 -0.318 -1.886  0.61
O1 1.932 0.218 -0.552  -0.37
N1 -2.602 -0.324 0.992  0.33
N2 -0.317 -0.709 1.542  -0.06
N3 -3.643 1.365 0.087  0.09
C1 -2.455 0.937 0.502  0.25
C2 -1.934 -2.346 2.147  -0.72
C3 -3.956 2.687 -0.491  -0.83
C4 0.378 -2.738 2.648  -0.92
C5 -4.575 0.376 0.298  -0.57
C6 -1.597 -1.133 1.571  1.11
C7 4.477 -0.219 -1.459  -1.03
C8 -0.953 -3.157 2.691  -0.62
C9 2.229 -1.988 -2.175  -1.07
C10 0.632 -1.522 2.074  0.01
C11 2.335 0.756 -3.234  -1.02
C12 -3.941 -0.676 0.856  -0.15
H1 2.826 0.350 -4.126  0.45
H2 2.754 -2.341 -3.071  0.44
H3 5.056 -0.452 -2.360  0.43
H4 1.260 0.768 -3.412  0.37
H5 1.181 -3.327 3.072  0.49
H6 -5.615 0.496 0.035  0.50
H7 1.157 -2.033 -2.370  0.38
H8 -3.775 3.467 0.247  0.41
H9 4.736 0.791 -1.136  0.38
H10 -2.964 -2.666 2.187  0.36
H11 -1.222 -4.101 3.150  0.50
H12 -5.008 2.695 -0.762  0.32
H13 -3.358 2.855 -1.385  0.39
H14 4.730 -0.947 -0.687  0.38
H15 2.506 -2.636 -1.343  0.37
H16 2.712 1.766 -3.067  0.35
H17 1.659 -1.144 2.076  0.47
H18 -4.345 -1.629 1.148  0.46

Cartesian forces (eV/Å) of the 6 atoms listed first:
-0.4 -0.1 -0.3
0.1 0.5 0.2
-0.1 -0.1 0.2
0.1 -0.1 -0.1
0.0 -0.2 0.0
-0.1 -0.2 -0.1

***

ORCA calculation (the ωB97M-V functional and the def2-TZVPD basis) on a structure of composition C8H20BCs2O4S2 at a distorted geometry.

## Properties
Energy: -40233.2450 eV
Molecular weight: 521.000 g mol⁻¹
Total charge: +2
Energy above the lowest of the compared OMol25 structures with the same formula, charge and spin: 0.0 kcal per mole
E_LUMO (spin up / spin down): -5.3673 / -11.8054 eV
HOMO level (spin up / spin down): -14.961 / -14.959 eV
Frontier orbital gap (spin up / spin down): 9.6 / 3.2 eV
⟨S²⟩: 0.76
Spin multiplicity: 2

Each line ends with the Mulliken charge.
Geometry (Å):
Cs1 -0.434 4.627 14.787  1.06
Cs2 -1.117 0.822 13.043  1.10
S1 -4.014 6.574 15.130  1.11
S2 -1.713 -0.088 16.917  0.94
O1 -0.849 0.702 17.857  -0.64
O2 -2.871 6.541 16.035  -0.52
O3 -3.799 6.559 13.709  -0.47
O4 -1.160 -0.496 15.629  -0.66
C1 -6.137 7.842 16.307  -0.67
C2 -4.862 8.160 15.507  -0.54
C3 -4.294 -0.109 17.629  -0.90
C4 -3.965 -1.627 17.644  -0.54
C5 -3.379 0.695 16.704  -0.30
C6 -6.231 6.318 16.698  -0.69
C7 -2.446 -1.597 17.856  -0.78
C8 -5.451 5.455 15.695  -0.40
B1 -3.020 3.050 14.582  0.56
H1 -5.856 6.240 17.718  0.36
H2 -2.470 3.239 13.673  -0.22
H3 -6.005 5.279 14.773  0.43
H4 -7.281 6.030 16.751  0.39
H5 -2.264 2.596 15.204  -0.28
H6 -3.754 0.478 15.704  0.28
H7 -5.018 4.543 16.106  0.24
H8 -3.389 1.772 16.872  0.34
H9 -4.160 8.852 15.971  0.47
H10 -3.430 4.004 14.878  -0.75
H11 -2.246 -1.285 18.881  0.36
H12 -5.255 8.497 14.547  0.33
H13 -5.248 0.104 17.148  0.36
H14 -1.853 -2.508 17.778  0.50
H15 -4.254 -1.983 16.656  0.27
H16 -3.840 2.358 14.475  -0.13
H17 -6.115 8.394 17.247  0.28
H18 -7.000 8.185 15.736  0.38
H19 -4.338 0.251 18.657  0.40
H20 -4.622 -2.075 18.389  0.35

Cartesian forces (eV/Å) of the 6 atoms listed first:
0.5 0.5 0.3
-0.1 -0.4 -0.1
0.7 0.0 0.7
0.0 0.2 2.7
-1.9 -1.6 -2.3
-0.8 -0.5 -0.3

***

ORCA calculation (the ωB97M-V functional and the def2-TZVPD basis) on a cluster of 2 separate species, C5H11O2 in total at a distorted geometry.

## Properties
Energy: -9459.0533 eV
Molecular weight: 103.141 g mol⁻¹
Total charge: -1
Energy above the lowest of the compared OMol25 structures with the same formula, charge and spin: 22.5 kcal per mole
E_LUMO: 3.7570 eV
HOMO level: -3.864 eV
Frontier orbital gap: 7.6 eV

Each line ends with the Mulliken charge.
Geometry (Å):
O1 -2.492 -0.122 -1.825  -0.73
O2 -0.314 -0.647 -1.433  -0.68
C1 1.901 -0.017 1.791  -0.27
C2 -0.926 1.613 -1.245  -0.74
C3 -1.307 0.114 -1.537  0.49
C4 1.756 -1.055 0.657  -1.07
C5 0.845 -0.146 2.849  -1.16
H1 0.681 -1.042 0.479  0.26
H2 0.200 -0.988 2.811  0.39
H3 2.189 -0.712 -0.274  0.28
H4 -0.579 1.710 -0.211  0.16
H5 2.004 0.960 1.305  0.30
H6 1.935 -2.076 0.993  0.34
H7 2.945 -0.051 2.141  0.34
H8 -0.322 1.983 -2.064  0.19
H9 0.040 0.599 2.726  0.27
H10 -1.871 2.155 -1.089  0.30
H11 1.175 0.113 3.854  0.32

Cartesian forces (eV/Å) of the 6 atoms listed first:
-0.1 -0.3 0.0
-0.5 -0.3 -0.3
2.1 -0.4 -1.3
-2.1 -0.4 1.0
0.9 0.7 0.3
-1.7 0.7 1.1